Entry 1:
Below is a 2-piece molecular cluster, C4H8NO4 overall in a non-equilibrium geometry, with properties calculated with the ωB97M-V functional and the def2-TZVPD basis.

Each atom is followed by the atoms it is bonded to, with distances in Å.
Geometry (Å):
1 C 0.77911 -1.11000 -1.45930  N2 1.386, O8 1.214, H9 1.072
2 N -0.35916 -0.33161 -1.31765  C1 1.386, C3 1.477, C4 1.461
3 C -1.61410 -1.03863 -0.99292  N2 1.477, H10 1.096, H11 1.112, H12 1.095
4 C -0.21720 0.98593 -0.70301  N2 1.461, C5 1.555, H13 1.169, H14 1.058
5 C 0.44017 0.92696 0.70464  C4 1.555, O6 1.234, O7 1.259
6 O 1.11164 -0.07858 0.94866  C5 1.234
7 O 0.19025 1.90323 1.45987  C5 1.259
8 O 0.71896 -2.28138 -1.77283  C1 1.214
9 H 1.70335 -0.57262 -1.38380  C1 1.072
10 H -2.45958 -0.55706 -1.49649  C3 1.096
11 H -1.58311 -2.07829 -1.38610  C3 1.112
12 H -1.80054 -1.03690 0.08587  C3 1.095
13 H 0.45995 1.67573 -1.36020  C4 1.169
14 H -1.15410 1.47607 -0.66345  C4 1.058
15 H 0.94035 1.39585 3.03946  O17 0.980
16 H 1.46885 0.05962 2.77649  O17 0.962
17 O 1.37516 0.66166 3.52075  H15 0.980, H16 0.962

As for the HOMO energy: -4.9 eV. The charge is -1. The value obtained for the energy above the lowest of the compared OMol25 structures with the same formula, charge and spin is 17.8 kcal per mole. For the HOMO-LUMO gap, the calculation gives 8.626 eV. The max |F| is 0.0513 hartree/bohr.

Mulliken atomic charge list, values in e, 8 entries: 0.1439, 0.0226, -0.9117, -0.8316, 0.9741, -0.8199, -0.8455, -0.6223

---

Entry 2:
Below is a 2-piece molecular cluster, C4H8NOP overall, with properties calculated with the ωB97M-V functional and the def2-TZVPD basis.

Each atom is followed by the atoms it is bonded to, with distances in Å.
Geometry (Å):
1 C -0.16532 -0.20691 0.65379  N5 1.249, O6 1.329
2 C -0.55798 1.77308 1.47077  C3 1.556, N5 1.470, H8 1.091, H9 1.091
3 C -0.07407 0.82068 2.60249  C2 1.556, O6 1.440, H10 1.092, H11 1.093
4 C 0.09939 -1.46441 -3.08166  P7 1.839, H12 1.089, H13 1.086, H14 1.092
5 N -0.52137 0.92653 0.26967  C1 1.249, C2 1.470
6 O 0.12105 -0.43784 1.93116  C1 1.329, C3 1.440
7 P 0.64630 -2.40897 -1.60187  C4 1.839, H15 1.410
8 H -1.57816 2.12867 1.62252  C2 1.091
9 H 0.10459 2.62753 1.32782  C2 1.091
10 H 0.87804 1.13360 3.03650  C3 1.092
11 H -0.81279 0.67744 3.39572  C3 1.093
12 H 0.14108 -0.39692 -2.87246  C4 1.089
13 H -0.91931 -1.73489 -3.34412  C4 1.086
14 H 0.75555 -1.69654 -3.92374  C4 1.092
15 H 1.88300 -1.74107 -1.48659  P7 1.410

As for the HOMO energy (spin up / spin down): -9.5 / -8.3 eV. The value obtained for the energy above the lowest of the compared OMol25 structures with the same formula, charge and spin is 106.8 kcal per mole. For the HOMO-LUMO gap (spin up / spin down), the calculation gives 8.814 / 7.268 eV. The max |F| is 0.0180 hartree/bohr.

Mulliken atomic charge list, values in e, 8 entries: 0.2511, -0.3206, -0.2497, -0.8196, -0.4337, -0.3608, 0.0645, 0.2455

---

Entry 3:
Below is an isolated ion of composition C4H8NOS and charge -1 in a non-equilibrium geometry, with properties calculated with the ωB97M-V functional and the def2-TZVPD basis.

Each atom is followed by the atoms it is bonded to, with distances in Å.
Geometry (Å):
1 C -1.16380 -0.06941 1.67380  N2 1.462, H8 1.099, H9 1.089, H10 1.101
2 N -0.54750 -0.78747 0.55985  C1 1.462, C3 1.474, H11 1.012
3 C 0.02180 0.12683 -0.44606  N2 1.474, C4 1.483, C6 1.545, H12 1.092
4 C 1.14414 0.96588 0.03890  C3 1.483, O5 1.210, H13 1.106
5 O 1.71270 0.85962 1.10138  C4 1.210
6 C 0.43054 -0.62202 -1.73430  C3 1.545, S7 1.830, H14 1.082, H15 1.102
7 S 0.41643 0.48090 -3.19469  C6 1.830
8 H -0.73254 0.92379 1.86164  C1 1.099
9 H -1.08520 -0.61074 2.61539  C1 1.089
10 H -2.23019 0.12184 1.47828  C1 1.101
11 H 0.19968 -1.36882 0.91877  N2 1.012
12 H -0.84009 0.72947 -0.74083  C3 1.092
13 H 1.46322 1.72595 -0.69893  C4 1.106
14 H -0.24117 -1.46348 -1.83937  C6 1.082
15 H 1.45198 -1.01236 -1.59382  C6 1.102

As for the HOMO energy: -2.6 eV. The charge is -1. The value obtained for the energy above the lowest of the compared OMol25 structures with the same formula, charge and spin is 29.8 kcal per mole. Its structure (SMILES) is CN[C@@H](C=O)C[S-]. For the HOMO-LUMO gap, the calculation gives 6.353 eV. The max |F| is 0.0366 hartree/bohr.

Mulliken atomic charge list, values in e, 8 entries: -0.8314, -0.4196, 0.1810, -0.0432, -0.5466, -1.0151, -0.6276, 0.2691

---

Entry 4:
Below is a 2-piece molecular cluster, C4H8NOS overall in a non-equilibrium geometry, with properties calculated with the ωB97M-V functional and the def2-TZVPD basis.

Each atom is followed by the atoms it is bonded to, with distances in Å.
Geometry (Å):
1 C -0.33611 0.78122 -0.97064  N5 1.246, S7 1.918
2 C 0.32111 -0.79029 0.49816  C3 1.545, N5 1.424, H9 1.124, H10 1.067
3 C 1.28443 -1.00211 -0.69128  C2 1.545, S7 1.821, H11 1.046, H12 1.118
4 C -0.77347 1.20839 1.35777  N5 1.433, H13 0.999, H14 1.057, H15 1.147
5 N -0.23762 0.49323 0.23748  C1 1.246, C2 1.424, C4 1.433
6 O -0.74873 -1.49494 -2.23247  S7 1.435
7 S 0.33198 -0.55269 -2.17678  C1 1.918, C3 1.821, O6 1.435
8 H -0.97799 2.09005 -1.55557  no bonds
9 H -0.53858 -1.50826 0.40690  C2 1.124
10 H 0.73236 -0.87616 1.47896  C2 1.067
11 H 1.95244 -0.20198 -0.78355  C3 1.046
12 H 1.86117 -1.95660 -0.76526  C3 1.118
13 H -0.43646 2.14307 1.45968  C4 0.999
14 H -0.54939 0.72015 2.26775  C4 1.057
15 H -1.88515 0.94693 1.46885  C4 1.147

As for the HOMO energy: -14.5 eV. The charge is +1. The value obtained for the energy above the lowest of the compared OMol25 structures with the same formula, charge and spin is 97.4 kcal per mole. For the HOMO-LUMO gap, the calculation gives 9.335 eV. The max |F| is 0.1268 hartree/bohr.

Mulliken atomic charge list, values in e, 8 entries: -0.0098, -0.5403, -0.7417, -1.0013, 0.1002, -0.4869, 0.4654, 0.4141

---

Entry 5:
Below is a 2-piece molecular cluster, C4H8NOS overall in a non-equilibrium geometry, with properties calculated with the ωB97M-V functional and the def2-TZVPD basis.

Each atom is followed by the atoms it is bonded to, with distances in Å.
Geometry (Å):
1 C 1.18553 0.37150 -2.64666  N5 1.221, H8 1.171, H9 1.164
2 C -1.15171 -0.56696 -0.93534  O6 1.232, S7 1.637
3 C 0.72229 -0.10993 1.59837  C4 1.546, H10 1.123, H11 1.069, H12 1.079
4 C -0.72842 0.30018 1.25555  C3 1.546, O6 1.547, H13 1.100, H14 1.042
5 N 1.03149 0.65300 -1.46890  C1 1.221
6 O -1.56156 -0.49602 0.22390  C2 1.232, C4 1.547
7 S -1.92447 -1.15232 -2.25399  C2 1.637, H15 1.309
8 H 0.58437 -0.17356 -3.49057  C1 1.171
9 H 2.26800 0.72761 -2.88286  C1 1.164
10 H 0.97168 -1.20305 1.52726  C3 1.123
11 H 1.41165 0.34952 0.92207  C3 1.069
12 H 1.06857 0.27128 2.54647  C3 1.079
13 H -0.67440 1.38335 1.06940  C4 1.100
14 H -1.21880 -0.02165 2.11685  C4 1.042
15 H -3.11290 -1.41838 -1.77539  S7 1.309

As for the HOMO energy (spin up / spin down): -13.9 / -14.8 eV. The charge is +1. The value obtained for the energy above the lowest of the compared OMol25 structures with the same formula, charge and spin is 128.8 kcal per mole. For the HOMO-LUMO gap (spin up / spin down), the calculation gives 7.602 / 9.716 eV. The max |F| is 0.0546 hartree/bohr.

Mulliken atomic charge list, values in e, 8 entries: -0.0557, 0.4421, -1.0794, -0.1586, -0.2450, -0.2063, -0.0867, 0.1985

---

Entry 6:
Below is a 2-piece molecular cluster, C4H8NOS overall in a non-equilibrium geometry, with properties calculated with the ωB97M-V functional and the def2-TZVPD basis.

Each atom is followed by the atoms it is bonded to, with distances in Å.
Geometry (Å):
1 C 0.19788 -0.22120 0.05896  C4 1.406, N5 1.122
2 C 0.61781 1.92575 -0.01101  C4 1.496, H8 1.077, H9 1.097, H10 1.098
3 C 1.59263 -2.17641 -0.25417  N5 1.362, H11 1.053, H12 1.156, H13 1.073
4 C -0.53093 0.97163 -0.09599  C1 1.406, C2 1.496, H14 1.091, H15 1.124
5 N 0.68868 -1.15944 -0.31232  C1 1.122, C3 1.362
6 O 4.36394 0.69095 0.33370  S7 1.529
7 S 2.86580 0.44566 0.15234  O6 1.529
8 H 0.31988 2.87067 -0.43393  C2 1.077
9 H 1.02304 1.86148 1.00584  C2 1.097
10 H 1.37212 1.60486 -0.74076  C2 1.098
11 H 2.59811 -1.99736 -0.50913  C3 1.053
12 H 1.11284 -2.77400 -1.12003  C3 1.156
13 H 1.55996 -2.74128 0.65775  C3 1.073
14 H -1.30620 0.99049 -0.86362  C4 1.091
15 H -1.01639 0.96998 0.91724  C4 1.124

As for the HOMO energy (spin up / spin down): -13.2 / -13.2 eV. The charge is +1. The value obtained for the energy above the lowest of the compared OMol25 structures with the same formula, charge and spin is 117.8 kcal per mole. For the HOMO-LUMO gap (spin up / spin down), the calculation gives 7.613 / 7.606 eV. The max |F| is 0.1041 hartree/bohr.

Mulliken atomic charge list, values in e, 8 entries: 0.1753, -1.1869, -0.7288, -0.0666, 0.1660, -0.3238, 0.2290, 0.3849

---

Q: What is the energy above the lowest of the compared OMol25 structures with the same formula, charge and spin in the fifth record?
A: 128.8 kcal per mole

---

Q: Which of these has the lowest energy above the lowest of the compared OMol25 structures with the same formula, charge and spin?
A: C4H8NO4

---

Q: Which of these has the lowest energy above the lowest of the compared OMol25 structures with the same formula, charge and spin?
A: C4H8NO4

---

Q: What is the formula in the first record?
A: C4H8NO4